Entry from the OMol25 dataset: a cluster of 15 separate species, C40H99IN4O17PS15 in total at a distorted geometry (the ωB97M-V functional and the def2-TZVPD basis).

Each line ends with the Mulliken charge.
CARTESIAN COORDINATES (ANGSTROEM)
C 6.330 -4.008 -4.156  -0.101
C 5.184 -4.532 -4.571  -0.287
C 3.855 -5.439 -4.654  -0.775
C 2.491 -4.643 -4.360  0.027
C 1.222 -4.609 -5.294  0.070
N 1.395 -5.384 -6.585  -0.553
C 1.887 -4.580 -7.522  0.432
S 2.665 -3.625 -8.641  -0.135
N -0.051 -3.994 -5.158  -0.945
N -0.256 -3.259 -4.061  0.762
C -1.649 -2.615 -3.963  -0.350
N -2.584 -3.218 -4.991  -0.605
C 0.797 -3.114 -3.075  0.496
P 0.282 -1.955 -1.623  0.561
O -0.181 -0.552 -2.144  -0.352
O -1.002 -2.697 -0.697  -0.389
O 1.514 -1.633 -0.501  -0.332
C 2.223 -3.748 -3.039  0.515
C 3.374 -3.635 -1.941  -0.689
C 4.283 -2.298 -2.003  -0.667
C 4.124 -1.426 -3.352  -0.814
I 5.844 -0.046 -3.459  0.013
H 7.350 -3.655 -3.726  0.367
H 3.788 -5.854 -5.742  0.361
H 3.905 -6.391 -3.978  0.392
H -1.556 -1.503 -4.257  0.349
H -2.156 -2.801 -2.950  0.235
H -2.315 -2.933 -5.945  0.293
H -2.644 -4.242 -4.879  0.294
H -0.648 -3.583 -0.422  0.329
H 1.859 -0.712 -0.657  0.237
H 2.910 -3.725 -0.893  0.358
H 4.065 -4.566 -2.072  0.359
H 5.400 -2.545 -1.875  0.474
H 3.980 -1.616 -1.123  0.334
H 3.190 -0.737 -3.296  0.411
H 4.048 -2.047 -4.318  0.322
C -1.837 -2.779 3.558  -0.399
S -0.229 -2.581 2.764  0.866
O 0.127 -3.894 2.128  -0.698
C 0.714 -2.448 4.298  -1.051
H -2.592 -2.918 2.783  0.219
H -1.824 -3.651 4.213  0.191
H -2.070 -1.879 4.134  0.061
H 0.565 -3.343 4.906  0.356
H 0.391 -1.562 4.848  0.318
H 1.773 -2.353 4.048  0.309
C -1.070 2.306 -2.342  -0.719
S -1.697 2.541 -4.020  0.517
O -0.760 3.469 -4.725  -0.656
C -3.152 3.500 -3.540  -0.629
H -0.132 1.755 -2.397  0.158
H -0.895 3.276 -1.871  0.336
H -1.794 1.732 -1.761  0.319
H -2.846 4.394 -2.993  -0.053
H -3.804 2.884 -2.917  0.343
H -3.688 3.794 -4.443  0.376
C -4.921 -7.386 4.150  -1.064
S -3.620 -6.439 3.332  0.647
O -3.544 -5.104 4.005  -0.642
C -4.510 -6.211 1.776  -0.961
H -4.598 -7.613 5.166  0.285
H -5.843 -6.801 4.183  0.413
H -5.088 -8.319 3.607  0.385
H -5.458 -5.701 1.960  0.323
H -4.691 -7.184 1.314  0.383
H -3.895 -5.604 1.110  0.204
C 3.652 1.408 3.245  -1.071
S 2.158 0.767 2.459  0.829
O 2.293 0.992 0.983  -0.740
C 1.052 2.041 3.103  -1.145
H 4.496 0.782 2.950  0.303
H 3.833 2.435 2.921  0.327
H 3.537 1.372 4.330  0.393
H 1.397 3.028 2.788  0.413
H 1.026 1.983 4.193  0.358
H 0.050 1.864 2.708  0.339
C -2.786 7.490 -1.778  -0.581
S -1.551 6.690 -0.732  0.623
O -1.949 6.925 0.693  -0.717
C -0.214 7.841 -1.118  -0.948
H -3.732 6.956 -1.668  -0.108
H -2.919 8.528 -1.471  0.492
H -2.465 7.444 -2.819  0.174
H -0.509 8.857 -0.853  0.335
H 0.019 7.783 -2.183  0.270
H 0.666 7.556 -0.539  0.372
C -0.185 -7.668 5.574  -0.238
S -1.151 -8.984 4.803  0.520
O -2.441 -9.094 5.555  -0.623
C -0.086 -10.336 5.351  -0.870
H -0.689 -6.716 5.393  0.127
H -0.112 -7.840 6.649  0.074
H 0.812 -7.639 5.129  0.139
H -0.018 -10.339 6.440  0.174
H 0.908 -10.216 4.913  0.345
H -0.519 -11.278 5.011  0.357
C 6.302 6.080 1.723  -0.922
S 7.047 4.664 2.562  0.419
O 6.087 3.522 2.453  -0.522
C 6.898 5.341 4.230  -0.941
H 6.255 5.865 0.654  0.312
H 5.292 6.250 2.104  0.289
H 6.919 6.966 1.886  0.374
H 5.851 5.558 4.452  0.294
H 7.495 6.252 4.308  0.379
H 7.274 4.601 4.939  0.314
C -3.114 1.822 6.653  -1.024
S -2.342 0.189 6.656  0.475
O -2.162 -0.225 5.229  -0.637
C -3.781 -0.693 7.298  -0.999
H -2.401 2.542 6.249  0.317
H -4.010 1.810 6.029  0.305
H -3.373 2.105 7.676  0.411
H -4.635 -0.547 6.634  0.312
H -4.017 -0.325 8.299  0.408
H -3.541 -1.756 7.352  0.308
C -2.442 11.267 -5.555  -0.930
S -2.949 9.955 -4.422  0.619
O -1.735 9.527 -3.657  -0.613
C -3.249 8.714 -5.702  -0.671
H -2.167 12.145 -4.967  0.326
H -1.582 10.940 -6.142  0.309
H -3.274 11.520 -6.215  0.309
H -2.338 8.548 -6.280  0.388
H -4.053 9.054 -6.357  0.123
H -3.546 7.782 -5.219  0.229
C 3.051 -8.650 10.441  -0.979
S 1.558 -9.298 9.658  0.460
O 1.691 -9.075 8.184  -0.514
C 0.448 -8.026 10.301  -0.975
H 3.896 -9.275 10.146  0.313
H 3.228 -7.624 10.114  0.294
H 2.938 -8.685 11.526  0.391
H 0.789 -7.039 9.983  0.296
H 0.422 -8.082 11.391  0.413
H -0.554 -8.208 9.906  0.316
C 7.380 -0.026 -7.835  -1.070
S 6.862 -1.334 -6.702  0.684
O 8.069 -1.765 -5.932  -0.599
C 6.562 -2.575 -7.980  -0.885
H 7.656 0.852 -7.249  0.319
H 8.240 -0.358 -8.419  0.337
H 6.551 0.229 -8.499  0.352
H 7.474 -2.746 -8.555  0.358
H 5.761 -2.233 -8.639  0.275
H 6.258 -3.505 -7.495  0.220
C 3.585 -5.585 3.565  -0.716
S 3.910 -6.212 5.229  0.638
O 4.505 -5.092 6.022  -0.669
C 5.260 -7.312 4.748  -0.991
H 2.789 -4.841 3.624  -0.027
H 4.486 -5.121 3.159  0.400
H 3.263 -6.407 2.923  0.360
H 6.055 -6.739 4.267  0.325
H 4.882 -8.076 4.065  0.323
H 5.652 -7.793 5.646  0.343
C -6.329 7.071 -0.271  -0.943
S -6.955 7.305 -1.950  0.451
O -6.016 8.234 -2.655  -0.501
C -8.408 8.265 -1.470  -0.994
H -5.389 6.518 -0.325  0.278
H -6.152 8.040 0.200  0.301
H -7.053 6.497 0.310  0.421
H -8.100 9.159 -0.923  0.312
H -9.061 7.650 -0.847  0.396
H -8.944 8.560 -2.374  0.312
C -7.454 9.578 -6.663  -0.870
S -6.152 10.524 -7.482  0.570
O -6.080 11.860 -6.814  -0.632
C -7.039 10.744 -9.040  -1.053
H -7.133 9.356 -5.643  0.179
H -8.377 10.161 -6.633  0.375
H -7.619 8.642 -7.202  0.374
H -7.987 11.254 -8.861  0.323
H -7.217 9.769 -9.498  0.339
H -6.423 11.349 -9.707  0.349

Output
frontier orbital gap: 0.171 hartree
LUMO level: -4.81 eV
total charge: +1